[1]
Molecular formula: C46H62N6O4
Method: DFT, ωB97M-V/def2-TZVPD

```
118
Properties=species:S:1:pos:R:3:forces:R:3
C 4.42259 -4.31094 -0.69989 -0.1 0.1 0.0
C 5.54139 -4.33132 0.10184 0.3 0.5 0.2
C 6.09540 -3.10205 0.47153 0.4 -0.7 -0.2
N 5.70552 -1.92125 0.01890 -0.6 0.2 0.3
C 4.56109 -1.89876 -0.68837 1.3 -0.7 0.0
C 3.91162 -3.06871 -1.04271 -0.7 0.4 -0.6
H 3.96274 -5.21398 -1.07955 0.0 0.0 0.1
H 6.06046 -5.22305 0.42597 -0.3 -0.2 0.0
H 6.96823 -3.16249 1.11488 0.1 0.4 0.0
H 4.25913 -0.93860 -1.07809 -0.2 0.1 0.1
H 3.01815 -2.97315 -1.64893 0.0 -0.1 0.1
C 4.47349 -1.52299 4.74804 0.8 -0.1 -0.9
C 4.30841 -2.35629 3.64785 -0.6 -0.4 0.5
C 3.75027 -1.84476 2.49168 -0.8 0.5 0.2
N 3.42491 -0.55375 2.35221 0.1 0.0 0.3
C 3.60909 0.25791 3.40055 0.1 -0.8 -0.8
C 4.14680 -0.19219 4.59510 -0.3 0.7 0.7
H 4.97392 -1.89911 5.63011 -0.3 0.1 0.2
H 4.42723 -3.42678 3.76564 0.3 0.0 -0.2
H 3.38308 -2.48407 1.69735 0.5 -0.1 -0.2
H 3.26510 1.26809 3.21618 0.2 0.2 0.4
H 4.23363 0.48835 5.43513 0.1 0.0 -0.1
C -4.00653 -2.13575 -0.39679 -1.8 0.5 0.0
C -3.50027 -3.19994 -1.10877 0.0 -0.4 0.4
C -3.02773 -4.26945 -0.35664 0.7 0.4 0.0
N -3.01461 -4.29616 0.97816 0.0 -0.1 0.0
C -3.54040 -3.26252 1.63091 -0.3 0.3 -0.1
C -4.09411 -2.16810 0.98299 0.7 -0.2 0.0
H -4.60300 -1.34311 -0.84296 0.6 0.1 -0.5
H -3.51832 -3.26613 -2.18618 0.1 0.2 0.0
H -2.53422 -5.08985 -0.86528 -0.2 -0.2 0.1
H -3.55496 -3.27764 2.71500 0.1 -0.3 0.0
H -4.53965 -1.33702 1.51275 0.0 -0.1 0.1
C -2.03558 1.96535 -5.85404 0.3 0.7 -0.3
C -3.39663 1.76112 -5.73021 0.1 -0.5 0.3
C -3.83054 1.22639 -4.52643 -0.2 0.5 0.4
N -3.02005 0.87575 -3.52523 0.2 -0.4 -0.4
C -1.70093 1.01193 -3.70411 -0.4 0.4 0.0
C -1.16086 1.62369 -4.83512 -0.5 0.4 0.4
H -1.64364 2.54070 -6.68642 -0.1 -0.2 -0.1
H -4.10797 2.04141 -6.49313 0.0 0.1 0.0
H -4.88649 1.22510 -4.27690 -0.1 -0.3 -0.2
H -1.11998 0.70912 -2.84302 0.3 0.1 -0.2
H -0.17393 2.06668 -4.83577 0.3 -0.6 -0.1
C 0.38043 4.28636 -2.57932 -0.1 -1.1 0.3
C 1.19819 4.87753 -3.52313 -0.5 0.1 0.0
C 2.20683 4.11956 -4.11885 -0.7 0.8 0.2
N 2.45855 2.86666 -3.78664 0.6 0.1 0.1
C 1.75068 2.33857 -2.78398 -0.2 -0.2 -0.5
C 0.66905 2.97585 -2.19312 0.3 0.0 -0.2
H -0.51432 4.71715 -2.14888 0.2 0.5 -0.1
H 0.98736 5.88480 -3.85953 0.2 0.0 0.0
H 2.74335 4.61996 -4.91872 0.4 -0.5 -0.1
H 2.01144 1.31147 -2.55051 -0.1 0.0 0.2
H 0.05324 2.41851 -1.49848 0.0 0.2 0.2
C -0.65483 0.45009 0.54660 0.8 0.9 0.7
C 0.72788 0.53668 0.70338 -0.2 -1.0 -0.5
C 1.50953 -0.25495 -0.13148 -0.1 0.9 -0.6
N 1.03074 -1.07143 -1.07585 0.0 0.2 0.6
C -0.30526 -1.12596 -1.20167 1.0 0.4 -0.9
C -1.16658 -0.32450 -0.47502 -0.4 -0.3 0.0
H -1.26622 1.05748 1.20310 -0.4 0.0 -0.3
H 1.25709 1.18078 1.38887 -0.4 0.1 0.2
H 2.56043 0.00431 -0.15119 0.2 -0.7 0.2
H -0.57730 -1.68196 -2.09482 -0.6 -0.3 0.3
H -2.21388 -0.27472 -0.74055 0.0 -0.1 0.2
C 3.13897 4.00932 1.86350 -0.3 0.4 0.0
C 2.51145 4.08395 3.25894 -0.2 -0.5 -0.2
C 1.06915 3.59903 3.00039 0.6 0.4 0.6
O 0.83379 3.71031 1.61593 -0.3 -0.2 -0.8
C 1.96447 4.22700 0.91665 0.2 0.4 0.5
H 3.52750 3.01098 1.65850 0.5 0.2 0.2
H 3.87072 4.81397 1.79939 0.4 -0.4 -0.4
H 2.55610 5.08258 3.69192 -0.1 0.1 -0.2
H 3.05292 3.41147 3.92534 -0.1 0.1 0.2
H 0.33112 4.22140 3.51429 0.0 -0.2 0.2
H 1.00439 2.55967 3.34451 -0.4 0.0 -0.2
H 1.84712 5.29617 0.69133 -0.2 0.0 0.1
H 2.07575 3.71408 -0.03678 -0.1 -0.2 0.1
C -1.99029 -1.95419 -5.93922 0.5 0.1 0.4
C -1.28896 -3.14538 -6.56412 -0.1 0.0 -1.1
C -0.65593 -3.81242 -5.35636 -0.5 0.8 -0.3
O -1.64376 -3.65769 -4.32852 0.1 -0.3 0.3
C -2.51966 -2.58097 -4.64872 -0.5 0.2 -0.6
H -2.73535 -1.49036 -6.58155 -0.2 -0.1 0.1
H -1.26359 -1.18780 -5.65036 0.0 0.0 -0.2
H -0.59967 -2.90964 -7.38027 0.2 0.2 0.4
H -2.05011 -3.74843 -7.07286 0.0 -0.4 0.4
H 0.22339 -3.23417 -5.05484 0.2 -0.3 -0.1
H -0.40871 -4.85491 -5.53683 -0.1 -0.1 0.4
H -2.57727 -1.82494 -3.86299 0.2 -0.2 0.3
H -3.52681 -2.98568 -4.80042 0.0 0.0 0.1
C -0.88626 -2.74142 3.79166 -0.4 0.3 1.0
C 0.14002 -2.69274 4.90808 0.3 0.0 1.1
C 0.66324 -1.26294 4.84028 -0.4 -0.6 -0.5
O -0.52039 -0.50778 4.58421 0.0 0.4 0.1
C -1.41196 -1.27677 3.78060 0.5 -0.9 -0.4
H -1.69742 -3.38430 4.13088 0.1 -0.3 -0.6
H -0.44200 -3.06801 2.85512 -0.2 0.0 -0.1
H 0.88531 -3.48974 4.94246 0.2 0.2 -0.5
H -0.34466 -2.78499 5.88823 -0.3 0.0 -0.2
H 1.34850 -1.14994 3.99454 0.2 0.1 0.2
H 1.09986 -0.93871 5.78093 0.1 0.2 -0.1
H -1.44336 -0.93418 2.74368 -0.1 0.4 0.1
H -2.40740 -1.23114 4.22222 0.0 0.2 0.0
C -4.31031 3.75861 2.68211 -0.1 0.1 -1.0
C -3.83350 3.06442 3.92866 0.1 -0.9 0.7
C -3.38263 1.67563 3.42216 0.9 0.3 -0.4
O -3.27814 1.77731 1.98706 -0.5 -0.2 0.2
C -3.43156 3.14549 1.60509 0.4 -0.5 0.0
H -4.22912 4.84471 2.63498 -0.1 0.0 0.4
H -5.32628 3.45993 2.41288 -0.1 0.2 0.3
H -4.57952 2.91604 4.70981 -0.1 0.3 -0.1
H -2.96678 3.53515 4.39361 -0.1 0.3 -0.1
H -4.01876 0.83347 3.69538 -0.3 0.1 -0.2
H -2.38130 1.44791 3.80017 0.0 -0.1 0.1
H -3.90317 3.16019 0.62141 0.1 0.0 0.0
H -2.42740 3.58658 1.53852 -0.1 0.2 0.0
```
Forces are in eV/Å.

Values from the calculation:
Energy relative to the best compared isomer or geometry (same formula, charge and spin) = 0.215 eV
Orbital gap = 9.680 eV
E = -2419.378840 a.u.

---

[2]
Molecular formula: C46H63CrN2O2P3S2Si
Method: DFT, ωB97M-V/def2-TZVPD

```
120
Properties=species:S:1:pos:R:3:forces:R:3
Cr 0.25258 -0.22214 -0.30956 0.5 -0.9 -0.4
C 4.05144 0.02334 -0.67493 0.1 0.0 0.1
C 3.76332 0.95043 0.52019 0.0 -0.2 -0.1
C 5.00080 0.98849 1.42457 0.1 0.0 -0.1
P 2.09083 0.49656 1.21140 0.1 0.2 0.2
C 2.46374 -0.67836 2.60076 0.2 0.1 -0.1
C 3.27481 -1.88139 2.09443 0.1 0.0 0.1
C 3.09399 -0.10481 3.87224 0.0 0.0 0.0
C 1.40845 1.98960 2.06701 0.1 0.2 0.1
C 2.23859 2.80354 2.84496 0.0 0.1 0.0
C 1.74647 3.92842 3.49634 0.0 -0.1 0.0
C 0.40226 4.25630 3.38826 0.0 0.0 0.0
C -0.43210 3.46589 2.61205 -0.1 0.0 0.0
C 0.04417 2.33421 1.94088 0.1 0.0 0.1
Si -1.05671 1.45319 0.70312 -0.1 -0.3 -0.1
C -1.71429 2.66430 -0.58999 0.0 0.1 0.0
C -2.90489 3.37486 -0.41918 0.0 0.0 0.0
C -3.43370 4.13864 -1.45198 0.0 0.0 0.0
C -2.77950 4.19063 -2.67674 0.0 0.0 0.0
C -1.59005 3.49768 -2.86077 0.0 0.1 -0.1
C -1.05826 2.74493 -1.81793 0.0 0.0 -0.1
P 0.54548 1.88942 -1.86329 -0.1 0.6 0.4
C 1.70350 3.23298 -1.18302 0.0 0.0 -0.3
C 1.10126 4.63636 -1.06149 0.0 0.0 -0.1
C 3.04448 3.32812 -1.92660 0.0 0.0 0.1
C 1.09429 1.74131 -3.62234 -0.1 -0.4 0.0
C 0.28162 0.68794 -4.37920 0.1 0.3 -0.1
C 1.19342 3.03891 -4.43863 0.0 0.1 -0.1
C -2.68267 0.67988 1.21022 -0.1 0.1 0.3
C -3.48364 1.16636 2.24737 0.0 0.0 -0.1
C -4.80761 0.76181 2.38094 0.0 0.0 0.0
C -5.35551 -0.11102 1.45016 0.0 0.0 0.0
C -4.56059 -0.62267 0.43150 0.0 0.0 0.0
C -3.21758 -0.26124 0.31522 -0.2 -0.1 0.1
P -2.10910 -1.15378 -0.85917 -0.3 0.3 0.1
C -2.42026 -2.95096 -0.35471 0.0 0.1 0.1
C -2.79414 -3.10477 1.13127 0.0 0.0 0.0
C -3.46029 -3.74105 -1.15556 0.0 -0.1 0.0
C -2.99496 -1.08321 -2.48604 0.1 0.2 -0.1
C -2.20400 -1.83932 -3.55817 0.0 0.0 0.0
C -3.28267 0.34590 -2.94407 -0.1 -0.1 0.0
H 4.91206 0.39006 -1.24417 -0.1 0.0 0.1
H 3.20321 -0.05470 -1.35427 -0.1 0.0 -0.1
H 4.28900 -0.99081 -0.33495 0.0 0.1 -0.1
H 3.62381 1.95911 0.14796 0.0 0.2 -0.2
H 5.27947 -0.00165 1.78706 0.0 0.2 0.0
H 4.90234 1.65222 2.28170 0.0 0.0 -0.1
H 5.83880 1.36165 0.82751 0.0 0.0 0.0
H 1.47978 -1.01659 2.89466 -0.1 0.0 0.1
H 4.33777 -1.63691 2.02227 -0.2 -0.1 0.0
H 2.94431 -2.24054 1.12230 0.0 0.0 0.0
H 3.17665 -2.70801 2.80270 0.0 0.0 0.0
H 4.11120 0.25635 3.71457 -0.1 0.0 0.1
H 3.14408 -0.91094 4.60912 0.0 0.0 0.0
H 2.49563 0.69400 4.30801 0.0 0.0 0.0
H 3.28793 2.56052 2.95188 -0.1 0.0 0.0
H 2.41451 4.54421 4.08983 -0.1 -0.1 -0.1
H 0.00835 5.13172 3.89396 0.0 -0.1 0.0
H -1.47860 3.75363 2.50843 0.2 0.0 0.0
H -3.44563 3.30313 0.52210 0.0 0.0 -0.1
H -4.36630 4.67475 -1.31066 0.1 0.0 0.0
H -3.19285 4.77456 -3.49245 0.0 -0.1 0.1
H -1.09410 3.55184 -3.82230 -0.1 0.0 0.2
H 1.89147 2.90207 -0.17103 0.1 -0.1 0.2
H 0.79506 5.04203 -2.02987 0.0 0.0 0.1
H 1.87222 5.29641 -0.65006 -0.1 0.0 0.0
H 0.24295 4.67120 -0.39200 0.0 0.0 0.0
H 2.94273 3.89517 -2.85297 0.1 -0.1 0.2
H 3.48403 2.36238 -2.17275 0.0 -0.1 0.1
H 3.75978 3.86870 -1.30085 0.0 0.0 0.0
H 2.10124 1.34316 -3.48376 0.1 -0.1 -0.1
H -0.73458 1.04122 -4.56829 0.0 0.0 0.0
H 0.22765 -0.24421 -3.83154 0.1 -0.1 0.1
H 0.74709 0.47772 -5.34675 0.0 0.0 0.1
H 0.33189 3.13674 -5.10032 0.1 0.0 0.0
H 2.08314 2.99875 -5.07035 0.0 0.0 0.0
H 1.25640 3.94350 -3.83510 -0.1 -0.1 -0.1
H -3.07383 1.88624 2.95438 0.0 -0.1 -0.1
H -5.41481 1.14034 3.19845 0.1 0.0 -0.1
H -6.39558 -0.40906 1.52784 0.1 0.0 0.0
H -4.99666 -1.32766 -0.27010 0.0 0.0 0.1
H -1.45762 -3.42886 -0.51511 0.1 -0.1 0.0
H -3.87946 -3.10300 1.24617 0.0 0.0 0.0
H -2.41764 -2.31527 1.77113 0.0 0.1 0.0
H -2.42098 -4.06122 1.50597 0.0 0.0 0.0
H -4.46085 -3.30795 -1.08132 0.1 0.0 0.0
H -3.51486 -4.73971 -0.71262 0.0 0.0 0.0
H -3.21997 -3.86937 -2.20724 0.0 0.0 0.0
H -3.94577 -1.58767 -2.32050 -0.1 -0.1 0.0
H -1.27742 -1.31748 -3.79262 -0.1 -0.1 0.0
H -2.79414 -1.90023 -4.47786 0.1 0.0 0.1
H -1.93802 -2.85531 -3.26400 0.0 0.1 0.0
H -2.35819 0.90488 -3.05637 0.0 0.1 0.0
H -3.91554 0.88846 -2.23657 0.1 0.0 0.0
H -3.78687 0.33525 -3.91740 0.0 0.0 0.1
O 0.72251 -4.89054 2.56995 0.0 -0.2 0.2
C 0.15074 -4.03120 3.42541 0.1 0.0 -0.1
C -0.08764 -4.47884 4.72261 0.0 -0.1 0.2
C -0.66183 -3.63945 5.65355 -0.1 0.1 0.0
C -1.01679 -2.32905 5.31588 0.0 0.0 0.0
C -0.79026 -1.88320 4.03036 0.0 -0.1 0.1
C -0.20457 -2.71970 3.07098 -0.1 0.1 0.0
C 0.02986 -2.20609 1.71505 -0.1 0.2 0.0
O -0.29818 -0.97172 1.44863 -0.1 -0.2 0.2
N 0.58511 -3.00263 0.84128 0.0 0.5 -0.1
N 0.89483 -2.31587 -0.32663 -0.3 0.2 -0.3
C 1.24154 -3.08723 -1.28604 0.2 -0.2 0.0
S 1.70761 -2.45666 -2.85086 -0.1 0.1 0.0
C 2.46300 -4.01641 -3.40374 -0.1 0.1 0.0
C 1.58321 -5.12910 -2.87995 0.0 0.0 0.1
S 1.30470 -4.82857 -1.10773 0.0 0.0 -0.1
H 0.85339 -4.42073 1.71713 0.0 0.0 -0.1
H 0.19180 -5.49704 4.97501 0.0 0.1 0.0
H -0.84154 -4.00652 6.65812 0.0 0.0 -0.1
H -1.46734 -1.67106 6.04961 0.0 -0.1 0.0
H -1.06946 -0.87947 3.73270 0.0 0.0 0.0
H 3.46556 -4.07007 -2.98982 0.1 -0.1 0.0
H 2.51216 -3.99681 -4.49292 0.0 0.0 0.1
H 2.05349 -6.10673 -2.98455 0.0 0.0 0.0
H 0.62081 -5.13542 -3.38546 0.0 0.0 -0.1
```
Forces are in eV/Å.

Values from the calculation:
Total charge = +1
2S+1 = 2
Orbital gap (alpha / beta) = 6.836 / 7.386 eV
E = -5204.890632 a.u.